A cluster of 6 separate species, C6H23NO6 in total. Source: the OMol25 dataset; level of theory: ωB97M-V with the def2-TZVPD basis set.

Bonds (Å) are listed after each position.
Positions of all 36 atoms, in Å:
1 C 0.93798 1.52613 3.56133  C2 1.543, H9 1.078, H10 1.106, H11 1.113
2 C -0.09755 1.32447 2.43486  C1 1.543, N3 1.502, H12 1.109, H13 1.102
3 N 0.55329 0.54489 1.32819  C2 1.502, C4 1.481, H14 1.012
4 C 0.57284 -0.90442 1.63256  N3 1.481, C5 1.569, H15 1.118, H16 1.085
5 C 0.99971 -1.67037 0.33119  C4 1.569, C6 1.587, H17 1.092, H18 1.097
6 C -0.24608 -1.78176 -0.64631  C5 1.587, C7 1.490, H19 1.085, H20 1.105
7 C 0.48059 -2.33678 -1.82319  C6 1.490, O8 1.210, H21 1.110
8 O 0.74187 -1.65974 -2.79115  C7 1.210
9 H 0.87366 2.49508 4.02838  C1 1.078
10 H 1.87508 1.59147 2.97804  C1 1.106
11 H 0.99789 0.76332 4.36946  C1 1.113
12 H -1.04486 0.86972 2.78884  C2 1.109
13 H -0.55296 2.25531 2.06130  C2 1.102
14 H 0.04627 0.83990 0.50365  N3 1.012
15 H 1.36233 -1.03704 2.41270  C4 1.118
16 H -0.39934 -1.28873 1.92138  C4 1.085
17 H 1.35544 -2.64790 0.66220  C5 1.092
18 H 1.76046 -1.24477 -0.33542  C5 1.097
19 H -0.72873 -0.81384 -0.73002  C6 1.085
20 H -0.79582 -2.62676 -0.19317  C6 1.105
21 H 0.92238 -3.34576 -1.68237  C7 1.110
22 O 1.51505 1.27961 -3.00815  H23 0.968, H24 0.969
23 H 0.93042 0.57000 -2.70684  O22 0.968
24 H 2.22592 1.32253 -2.35124  O22 0.969
25 O 2.64627 2.91050 -0.43874  H26 0.958, H27 0.965
26 H 2.60832 2.95501 0.51707  O25 0.958
27 H 1.83669 3.11176 -0.92366  O25 0.965
28 O -2.68505 -2.89753 1.84155  H29 0.972, H30 0.968
29 H -3.37490 -2.32445 2.21566  O28 0.972
30 H -3.21343 -3.31931 1.14857  O28 0.968
31 O -4.05524 0.19332 -1.02550  H32 0.959, H33 0.967
32 H -3.59288 0.90886 -1.46544  O31 0.959
33 H -3.50239 -0.34550 -0.44241  O31 0.967
34 O -0.44667 2.14614 -1.23142  H35 0.976, H36 0.960
35 H 0.23500 1.78764 -1.83016  O34 0.976
36 H -1.10299 2.70015 -1.66129  O34 0.960

Properties
LUMO level   0.19 eV
Net charge   0
SMILES   CCNCCCC=O.O.O.O.O.O
Energy above the lowest of the compared OMol25 structures with the same formula, charge and spin   2.554 eV
Energy   -748.53822 a.u.

List of natural (NBO) charges in e, atom by atom:
1. C -0.641
2. C -0.233
3. N -0.654
4. C -0.221
5. C -0.384
6. C -0.523
7. C 0.445
8. O -0.563
9. H 0.211
10. H 0.217
11. H 0.211
12. H 0.162
13. H 0.203
14. H 0.379
15. H 0.200
16. H 0.186
17. H 0.210
18. H 0.210
19. H 0.228
20. H 0.230
21. H 0.121
22. O -0.940
23. H 0.481
24. H 0.491
25. O -0.980
26. H 0.489
27. H 0.490
28. O -0.934
29. H 0.469
30. H 0.468
31. O -0.958
32. H 0.481
33. H 0.479
34. O -1.002
35. H 0.489
36. H 0.484

=====

A cluster of 3 separate species, C2H3O2 in total. Source: the OMol25 dataset; level of theory: ωB97M-V with the def2-TZVPD basis set.

Bonds (Å) are listed after each position.
Positions of all 7 atoms, in Å:
1 C 1.49078 0.07085 0.00855  O4 1.226, H5 1.159, H6 1.130
2 C -2.06938 0.03006 -0.03443  O3 1.127
3 O -3.17751 0.22908 0.01451  C2 1.127
4 O 0.65367 -0.82428 -0.01755  C1 1.226
5 H 1.24859 1.18824 -0.18309  C1 1.159
6 H 2.57178 -0.21078 0.17668  C1 1.130
7 H -0.71793 -0.48317 0.03533  no bonds

Properties
LUMO level   -5.54 eV
Net charge   +1
Energy above the lowest of the compared OMol25 structures with the same formula, charge and spin   0.459 eV
Energy   -228.11935 a.u.

List of natural (NBO) charges in e, atom by atom:
1. C 0.361
2. C 0.651
3. O -0.273
4. O -0.522
5. H 0.180
6. H 0.207
7. H 0.396